A molecular structure, C11H46CdF6N2O19S2, computed with wB97M-V/def2-TZVPD.

Each line ends with the Löwdin charge.
Geometry (Å):
1 Cd 0.35 1.13 -2.87  0.935
2 S 2.58 -2.40 -0.55  0.684
3 S 3.14 -0.10 0.76  0.561
4 F 5.77 -0.85 0.74  0.147
5 F 4.91 -0.30 -1.13  0.131
6 F 1.22 -3.86 1.38  0.152
7 F 0.28 -3.89 -0.52  0.107
8 F 5.35 1.32 0.46  0.043
9 F 0.19 -2.08 0.72  0.131
10 O 5.59 0.12 5.45  -0.052
11 O -3.83 -5.45 -4.74  -0.051
12 O 1.43 -0.37 -5.39  -0.140
13 O 2.72 1.28 1.15  -0.356
14 O 2.26 3.73 5.54  -0.055
15 O 4.45 -8.42 -1.32  -0.055
16 O -2.40 -0.97 -3.01  -0.122
17 O -0.34 6.31 2.09  -0.048
18 O 3.80 -2.88 0.12  -0.335
19 O -0.09 -4.82 -5.97  -0.055
20 O 2.49 3.62 -3.01  -0.132
21 O 9.57 1.88 4.86  -0.055
22 O 7.47 -5.76 -1.11  -0.051
23 O -2.61 2.95 -0.16  -0.042
24 O 6.64 -4.94 2.89  -0.051
25 O 2.42 -2.84 -1.93  -0.346
26 O -4.60 -4.71 2.11  -0.051
27 O 3.25 -1.03 1.87  -0.345
28 O 4.76 -4.65 -6.32  -0.052
29 N -3.90 3.39 0.56  0.076
30 N 2.28 -0.64 -0.50  -0.344
31 C -2.93 2.29 2.76  -0.012
32 C -4.16 2.50 1.76  -0.426
33 C -5.26 3.25 2.61  -0.144
34 C -5.65 3.06 -1.28  -0.011
35 C -6.44 3.75 1.79  -0.174
36 C -4.93 4.02 -0.32  -0.489
37 C -4.69 1.07 1.37  -0.010
38 C -5.99 4.71 0.62  -0.107
39 C 4.95 -0.01 0.14  -0.609
40 C 0.94 -3.10 0.34  -0.647
41 C -4.32 5.17 -1.19  -0.029
42 H -6.95 2.86 1.41  0.092
43 H -2.63 -1.78 -3.45  0.030
44 H -4.31 -5.50 -3.91  0.029
45 H -5.20 -4.18 1.57  0.023
46 H 1.24 -1.31 -5.44  0.031
47 H 9.60 2.80 5.14  0.025
48 H -4.84 2.65 -1.89  0.090
49 H 5.42 -4.28 -5.74  0.029
50 H 3.04 4.11 5.12  0.031
51 H -4.17 0.68 0.49  0.081
52 H -0.96 6.43 2.81  0.027
53 H 3.18 3.85 -3.62  0.032
54 H -2.23 3.11 2.91  0.079
55 H 2.41 4.39 -2.44  0.033
56 H -7.21 4.26 2.37  0.113
57 H 0.40 -5.51 -5.51  0.033
58 H -4.78 4.11 3.09  0.122
59 H -3.61 4.77 -1.92  0.081
60 H 5.86 -4.55 2.51  0.028
61 H 3.92 -4.36 -5.96  0.023
62 H -3.22 -0.68 -2.60  0.020
63 H -2.38 1.44 2.35  0.078
64 H -6.24 2.34 -0.71  0.071
65 H 7.49 -5.32 -0.26  0.025
66 H 1.73 -0.14 -6.26  0.035
67 H -6.78 5.07 -0.03  0.121
68 H 4.97 -9.20 -1.14  0.027
69 H -4.30 -6.05 -5.32  0.033
70 H -5.49 5.49 1.18  0.115
71 H -3.35 1.97 3.71  0.087
72 H -6.38 3.59 -1.88  0.095
73 H 1.71 3.45 4.81  0.024
74 H 8.64 1.69 4.77  0.026
75 H -3.84 5.98 -0.63  0.087
76 H -3.76 -4.64 1.65  0.028
77 H -5.76 1.07 1.13  0.068
78 H 6.35 -5.79 3.21  0.029
79 H -5.69 2.51 3.28  0.125
80 H -0.66 5.53 1.63  0.017
81 H 5.05 -7.69 -1.19  0.016
82 H 4.92 -0.11 4.81  0.026
83 H -5.15 5.66 -1.70  0.086
84 H 7.11 -5.11 -1.71  0.030
85 H 5.61 -0.62 6.06  0.028
86 H -4.41 0.37 2.16  0.089
87 H -0.98 -4.88 -5.62  0.013

Output
net charge = 0
E_tot = -3548.72261 a.u.
molecular weight = 801.02 g mol⁻¹

---

2 unconnected molecules or ions with the total composition C6H10O, computed with wB97M-V/def2-TZVPD.

Each line ends with the Löwdin charge.
Geometry (Å):
1 O -1.02 0.71 1.61  -0.024
2 C 1.84 0.31 -0.32  -0.088
3 C 1.46 -1.09 -0.03  -0.084
4 C 1.17 1.13 0.49  -0.049
5 C 0.33 0.31 1.45  -0.388
6 C 0.56 -1.10 0.96  -0.052
7 C -1.88 -0.05 -1.52  -0.042
8 H 1.86 -1.95 -0.55  0.099
9 H -1.89 -0.89 -0.82  0.025
10 H -2.65 0.68 -1.27  0.029
11 H -0.89 0.43 -1.50  0.016
12 H 0.07 -1.97 1.40  0.111
13 H 2.56 0.60 -1.08  0.099
14 H 1.22 2.22 0.54  0.110
15 H -2.07 -0.43 -2.53  0.025
16 H -1.43 0.69 0.74  0.052
17 H 0.78 0.39 2.45  0.161

Output
SMILES string = OC1C=CC=C1.C
net charge = 0
E_tot = -309.80473 a.u.
molecular weight = 98.14 g mol⁻¹
energy above the lowest of the compared OMol25 structures with the same formula, charge and spin = 23.62 kcal per mole

---

A molecular structure, C28H37CoN2O2P, computed with wB97M-V/def2-TZVPD.

Each line ends with the Mulliken spin population.
Geometry (Å):
1 Co 1.10 0.99 -0.22  2.578
2 P 0.95 0.54 -2.33  -0.001
3 O -0.22 0.48 1.27  0.043
4 O 0.07 -1.76 1.51  -0.002
5 N -2.88 0.46 1.16  0.000
6 N 2.93 2.76 0.93  0.018
7 C -0.48 0.23 -3.37  0.027
8 C -0.48 -0.68 1.77  0.023
9 C 2.58 4.13 1.30  0.004
10 C -4.06 -0.65 -2.65  0.000
11 C 2.61 -0.32 -0.31  0.276
12 C 4.06 2.62 0.01  0.003
13 C -2.64 -1.54 4.82  0.000
14 C 1.88 -1.09 -2.54  0.006
15 C 3.50 -0.36 0.77  -0.173
16 C -1.60 -0.69 2.80  0.005
17 C -3.32 -2.40 0.62  -0.001
18 C -3.57 -1.32 -0.39  0.003
19 C 4.65 -1.17 0.70  -0.001
20 C -3.95 -0.27 3.23  0.000
21 C -3.84 -1.66 -1.72  -0.002
22 C 3.99 -1.95 -1.48  -0.012
23 C -1.51 -1.42 3.99  0.000
24 C -3.67 1.05 -0.98  0.001
25 C 4.92 -1.94 -0.44  0.014
26 C -3.43 0.04 -0.03  0.002
27 C 2.48 1.73 1.82  0.041
28 C -2.84 -0.18 2.39  0.000
29 C -3.86 -0.97 4.43  0.000
30 C -4.00 0.71 -2.30  -0.003
31 C 2.05 1.62 -3.32  0.019
32 C 2.85 -1.14 -1.41  -0.029
33 C 3.26 0.43 2.01  -0.014
34 C -3.89 -3.09 -2.17  0.001
35 H -4.01 -3.13 -3.24  0.000
36 H 2.66 -0.17 2.71  -0.002
37 H 4.22 0.64 2.52  0.003
38 H 0.88 2.36 -0.86  0.195
39 H 1.44 1.53 1.49  0.079
40 H 2.26 2.19 2.81  0.005
41 H 4.69 3.53 0.13  -0.001
42 H 3.09 1.59 -2.94  -0.003
43 H -2.33 1.31 1.10  0.000
44 H 1.67 2.65 -3.22  0.003
45 H -1.01 -0.67 -3.03  -0.005
46 H -3.56 2.09 -0.69  0.000
47 H 2.04 1.32 -4.37  0.000
48 H 4.67 1.75 0.20  0.000
49 H -2.25 -2.49 0.92  0.000
50 H -2.97 -3.63 -1.91  0.000
51 H 5.83 -2.53 -0.48  0.001
52 H -2.56 -2.10 5.76  0.000
53 H -0.26 1.51 -0.91  -0.117
54 H 2.36 -1.16 -3.53  0.001
55 H 3.45 4.80 1.15  0.002
56 H 1.74 4.48 0.66  0.004
57 H -1.17 1.08 -3.28  -0.001
58 H -4.73 -3.63 -1.72  0.000
59 H -0.21 0.11 -4.43  0.008
60 H 4.16 -2.56 -2.36  0.000
61 H -4.74 -1.07 5.07  0.000
62 H 5.33 -1.15 1.54  0.000
63 H 2.28 4.19 2.36  0.002
64 H -3.91 -2.23 1.55  0.000
65 H -4.18 1.48 -3.05  0.000
66 H 3.68 2.61 -1.02  0.000
67 H -4.88 0.19 2.91  0.000
68 H -4.29 -0.93 -3.68  0.000
69 H -3.63 -3.38 0.22  0.000
70 H -0.55 -1.88 4.25  0.000
71 H 1.14 -1.91 -2.50  -0.001

Output
net charge = 0
multiplicity = 4
expectation value of S² = 3.78
E_tot = -3073.08123 a.u.
molecular weight = 523.52 g mol⁻¹

---

2 unconnected molecules or ions with the total composition C4H11BF4N2O6P, computed with wB97M-V/def2-TZVPD.

Each line ends with the Löwdin charge.
Geometry (Å):
1 P 2.47 -0.48 1.64  0.389
2 F -2.60 -3.66 -2.01  0.078
3 F -1.35 -1.81 -2.56  0.084
4 F -0.69 -3.90 -3.25  0.083
5 F -0.54 -3.34 -1.03  0.089
6 O -0.40 2.68 -1.57  -0.028
7 O 2.89 -0.87 2.98  -0.257
8 O 1.23 -0.77 -0.95  0.098
9 O -0.81 -0.51 -0.02  0.047
10 O 3.52 -0.95 0.56  -0.079
11 O 2.32 1.12 1.57  -0.108
12 N 0.99 -1.22 1.26  -0.115
13 N 0.04 -1.18 2.32  0.062
14 C 0.48 -0.82 0.01  -0.551
15 C -1.70 2.64 0.47  -0.024
16 C -1.16 0.55 -0.89  -0.113
17 C -0.67 1.91 -0.40  -0.381
18 B -1.29 -3.18 -2.21  -1.250
19 H -2.70 2.28 0.29  0.075
20 H 0.23 1.81 0.20  0.113
21 H -0.34 -0.25 2.46  0.082
22 H -1.46 2.53 1.52  0.074
23 H 0.15 3.41 -1.31  0.080
24 H 2.31 1.44 0.66  0.066
25 H -1.66 3.70 0.23  0.073
26 H 0.45 -1.55 3.16  0.080
27 H -0.84 0.39 -1.91  0.125
28 H -2.24 0.57 -0.90  0.133
29 H 3.36 -0.55 -0.31  0.073

Output
net charge = -1
E_tot = -1486.04967 a.u.
molecular weight = 300.92 g mol⁻¹

---

A molecular structure, C4H5O2Y, computed with wB97M-V/def2-TZVPD.

Each line ends with the Mulliken spin population.
Geometry (Å):
1 Y 1.80 -1.17 3.59  0.501
2 O -3.33 0.98 0.02  0.085
3 O 1.14 -1.47 1.42  0.061
4 C 0.24 -1.44 0.50  -0.057
5 C -3.12 -0.20 -0.62  0.286
6 C -0.94 -0.74 0.53  0.232
7 C -1.91 -0.89 -0.50  -0.101
8 H -3.66 -0.38 -1.56  0.014
9 H -1.67 -1.56 -1.33  0.000
10 H -1.18 -0.11 1.39  -0.001
11 H 0.45 -2.06 -0.39  0.003
12 H -3.76 0.09 0.70  -0.023

Output
net charge = +1
multiplicity = 2
expectation value of S² = 0.99
E_tot = -343.75705 a.u.
molecular weight = 173.99 g mol⁻¹
energy above the lowest of the compared OMol25 structures with the same formula, charge and spin = 37.81 kcal per mole

---

A single C6H10 molecule, computed with wB97M-V/def2-TZVPD.

Each line ends with the Löwdin charge.
Geometry (Å):
1 C -0.07 -1.17 -0.25  -0.216
2 C 0.37 1.65 -0.25  0.010
3 C 1.30 -0.71 -0.41  -0.215
4 C -1.46 0.41 0.24  -0.157
5 C 1.40 0.91 -0.49  -0.167
6 C -0.81 -0.75 1.00  -0.218
7 H 1.78 -1.10 -1.31  0.104
8 H 1.94 -0.91 0.46  0.110
9 H 2.42 1.21 -0.72  0.092
10 H -1.51 -1.47 1.41  0.100
11 H 0.13 2.70 -0.25  0.058
12 H -1.75 1.35 0.71  0.067
13 H -0.14 -0.41 1.79  0.111
14 H -0.50 -1.92 -0.91  0.111
15 H -2.36 0.00 -0.25  0.093
16 H -0.74 0.20 -0.76  0.119

Output
net charge = 0
E_tot = -234.36957 a.u.
molecular weight = 82.15 g mol⁻¹
energy above the lowest of the compared OMol25 structures with the same formula, charge and spin = 146.17 kcal per mole

---

A molecular structure, C22H33AlBCaCl3FKN3O13P, computed with wB97M-V/def2-TZVPD.

Each line ends with the Löwdin charge.
Geometry (Å):
1 Ca -0.22 -4.71 -0.93  1.779
2 K -2.30 5.61 -1.43  0.977
3 Cl -5.50 2.86 6.68  0.529
4 Cl -5.30 3.62 3.88  0.577
5 Cl -4.20 5.36 5.94  0.554
6 P 6.91 -4.90 1.03  0.728
7 Al 4.62 1.21 3.14  1.068
8 F -3.77 -0.22 1.25  -0.466
9 O -0.55 2.50 0.96  -0.065
10 O 5.31 -0.93 3.80  -0.016
11 O 4.03 -2.73 3.82  0.194
12 O 5.32 -4.36 1.43  -0.278
13 O 1.12 -6.85 -2.02  0.195
14 O 6.43 -5.22 -0.51  -0.249
15 O 7.44 -3.47 1.09  -0.238
16 O -1.03 4.06 -0.68  -0.354
17 O 8.49 -5.50 0.68  -0.228
18 O 2.85 -5.66 -2.89  0.125
19 O -3.53 1.27 -0.53  0.058
20 O 0.96 -4.59 -2.31  -0.303
21 O 4.47 -1.54 2.02  0.148
22 N -0.51 0.33 -1.03  0.072
23 N -3.40 1.50 -3.03  -0.104
24 N 0.72 0.46 -4.34  0.031
25 C -6.71 8.89 2.93  -0.091
26 C -5.50 9.56 3.15  -0.093
27 C 1.93 -3.59 -2.60  -0.077
28 C 2.96 -4.33 -3.39  -0.051
29 C -4.35 7.44 3.18  -0.134
30 C 4.57 -1.79 3.25  -0.950
31 C -0.31 2.24 -2.83  -0.096
32 C -4.05 0.16 -3.34  -0.095
33 C 4.58 -5.21 2.30  -0.152
34 C -0.88 2.79 -0.36  -0.397
35 C -1.23 -0.81 -1.67  -0.104
36 C -0.33 1.27 -4.11  -0.179
37 C -5.55 6.78 2.96  -0.142
38 C 8.70 -6.86 1.06  -0.136
39 C 1.61 -5.80 -2.38  -0.533
40 C 5.45 -6.22 -0.73  -0.129
41 C -1.04 1.65 -1.52  -0.255
42 C -4.59 2.44 -2.86  -0.086
43 C -4.32 8.83 3.27  -0.098
44 C -1.42 -1.81 -2.53  0.034
45 C -6.73 7.51 2.83  -0.087
46 C -4.51 3.68 5.46  -1.508
47 B -2.68 1.46 -1.70  -0.489
48 H 2.32 -3.20 -1.65  0.161
49 H -4.33 3.37 -2.23  0.086
50 H -3.55 3.17 5.39  0.017
51 H 1.44 0.61 -3.59  0.029
52 H 8.00 -7.51 0.53  0.077
53 H 4.15 -4.60 3.10  0.059
54 H -1.70 -2.64 -3.28  0.068
55 H 3.76 -5.68 1.74  0.069
56 H 8.56 -6.96 2.14  0.085
57 H -3.19 0.50 0.03  0.028
58 H -5.06 0.36 -3.86  0.103
59 H 4.47 -5.75 -0.79  0.056
60 H -3.37 -0.35 -4.13  0.083
61 H -3.38 9.35 3.44  0.100
62 H -3.43 6.87 3.28  0.089
63 H 0.79 2.52 -2.58  0.141
64 H -4.13 -0.52 -2.42  0.105
65 H -5.57 5.69 2.88  -0.001
66 H 5.46 -6.97 0.07  0.087
67 H 9.72 -7.14 0.80  0.098
68 H -7.63 9.46 2.83  0.104
69 H -7.67 6.99 2.65  0.104
70 H 5.21 -5.99 2.74  0.088
71 H -5.48 10.64 3.22  0.103
72 H -1.22 1.19 -4.85  0.123
73 H -0.68 0.18 -0.02  0.127
74 H -5.41 1.86 -2.29  0.114
75 H 2.74 -4.33 -4.46  0.164
76 H -0.85 3.21 -3.13  0.122
77 H 5.66 -6.72 -1.68  0.100
78 H 3.97 -3.94 -3.23  0.168
79 H 1.48 -2.76 -3.16  0.153
80 H -5.04 2.71 -3.89  0.110

Output
net charge = +2
E_tot = -5365.97699 a.u.
molecular weight = 820.81 g mol⁻¹

---

A single C3H5NOS2 molecule, computed with wB97M-V/def2-TZVPD.

Each line ends with the Löwdin charge.
Geometry (Å):
1 S 0.48 1.80 -0.25  0.718
2 S -1.28 -0.76 -0.34  0.839
3 O 3.10 0.47 -0.06  0.019
4 N 1.22 -0.77 -0.09  -0.087
5 C 2.65 -0.65 -0.06  -0.279
6 C -2.43 0.56 0.15  -0.437
7 C 0.22 0.19 -0.27  -1.114
8 H 3.18 -1.57 -0.22  0.125
9 H 0.91 -1.66 0.32  0.099
10 H -2.34 1.43 -0.48  0.004
11 H -3.49 0.12 0.08  0.061
12 H -2.23 0.85 1.22  0.052

Output
SMILES string = CSC(=S)NC=O
net charge = 0
E_tot = -1043.65992 a.u.
molecular weight = 135.21 g mol⁻¹
energy above the lowest of the compared OMol25 structures with the same formula, charge and spin = 18.39 kcal per mole